Formula: CH2Cl4N2
Source: OMol25
Level of theory: ωB97M-V/def2-TZVPD

- ΔE to the lowest compared entry with this formula, charge and spin (kcal per mole) = 53.7
- HOMO energy (spin up / spin down) (eV) = -10.103 / -7.630
- largest force on an atom (Eh/bohr) = 0.0598
- net charge = 0
- lowest unoccupied orbital energy (spin up / spin down) (eV) = -0.57 / -1.86
- Kohn-Sham gap (spin up / spin down) (eV) = 9.53 / 5.77

XYZ file:
```
9
CH2Cl4N2 | OMol25 | ωB97M-V/def2-TZVPD
C 0.2852 -0.3173 -0.2240
N -0.6937 0.4442 0.0317
N 3.3802 -0.5853 -0.1086
Cl 0.6055 -1.5792 0.8945
Cl -0.5108 2.3561 -0.2232
Cl 3.4626 0.9674 -0.8979
Cl 4.1679 -0.5337 1.3621
H 1.0529 -0.1011 -1.0749
H -1.2800 0.2232 0.7689
```